Record 1
{"formula": "C3H6N2O2", "method": "the ωB97M-V functional and the def2-TZVPD basis", "species": ["O", "O", "N", "N", "C", "C", "C", "H", "H", "H", "H", "H", "H"], "positions_angstrom": [[1.037, -0.013, -1.882], [-2.506, 0.959, 0.716], [-0.574, 0.573, -0.393], [1.771, -0.269, 1.237], [0.535, -0.193, -0.803], [1.096, -1.120, 0.246], [-1.600, 0.212, 0.441], [-0.664, 1.460, -0.878], [0.323, -1.753, 0.706], [-1.537, -0.801, 0.876], [1.796, -1.811, -0.202], [1.122, 0.040, 1.944], [2.577, -0.720, 1.637]], "forces_ev_per_a": [[-0.1, 0.1, 0.2], [0.0, -0.1, -0.1], [0.4, 0.0, -0.4], [-0.2, -0.1, -0.5], [-0.1, -0.1, -0.2], [-0.1, -0.2, 0.8], [-0.1, 0.3, 0.5], [-0.2, -0.1, 0.0], [0.0, 0.1, -0.2], [0.1, 0.1, -0.2], [0.3, 0.1, -0.3], [0.2, 0.0, 0.2], [-0.1, 0.0, 0.2]], "total_charge": 0, "lumo_ev": 0.670}

---

Record 2
{"formula": "C3H6N2O2", "method": "the ωB97M-V functional and the def2-TZVPD basis", "species": ["O", "O", "N", "N", "C", "C", "C", "H", "H", "H", "H", "H", "H"], "positions_angstrom": [[-1.362, -0.967, 1.460], [2.186, 0.358, -0.706], [-1.081, -0.966, 0.334], [-0.112, 0.762, -0.287], [0.508, -1.947, -0.144], [-0.693, 2.041, 0.015], [1.032, 0.331, -0.467], [1.315, -1.799, 0.571], [-0.011, -2.860, 0.142], [0.000, 2.845, -0.243], [-0.948, 2.088, 1.078], [0.781, -2.015, -1.194], [-1.617, 2.129, -0.559]], "forces_ev_per_a": [[0.9, -0.3, -0.5], [-0.4, -1.4, 0.1], [0.2, -1.0, -0.4], [2.2, -1.4, -0.5], [-1.6, -0.5, 1.4], [0.0, 0.0, 0.0], [-1.5, 3.9, 0.1], [0.1, 0.1, -0.2], [0.1, -0.2, -0.1], [-0.2, 0.0, 0.1], [0.1, 0.0, -0.1], [-0.1, 0.4, 0.1], [0.1, 0.2, 0.0]], "total_charge": 0, "lumo_ev": [0.207, 0.206]}

---

Record 3
{"formula": "C3H6N2O2", "method": "the ωB97M-V functional and the def2-TZVPD basis", "species": ["O", "O", "N", "N", "C", "C", "C", "H", "H", "H", "H", "H", "H"], "positions_angstrom": [[1.109, 0.216, 0.933], [-2.054, -1.595, 0.618], [-1.395, 0.566, -0.032], [1.001, 0.228, -1.365], [-1.093, -0.839, 0.647], [1.615, 0.466, -0.277], [0.178, -0.847, 1.116], [1.570, 0.466, -2.172], [0.581, -1.700, 1.635], [-2.394, 0.561, -0.231], [-0.797, 0.605, -0.878], [2.593, 0.954, -0.193], [-1.143, 1.304, 0.621]], "forces_ev_per_a": [[0.0, -0.1, 0.0], [0.1, 0.0, 0.1], [-0.1, 0.0, 0.0], [0.2, 0.0, 0.3], [0.1, 0.1, 0.1], [-0.1, 0.1, -0.3], [-0.1, -0.3, 0.0], [0.0, 0.1, 0.1], [0.1, 0.1, 0.0], [0.2, 0.0, 0.0], [-0.1, 0.1, 0.0], [-0.2, -0.1, 0.0], [-0.1, 0.1, -0.2]], "total_charge": 0, "lumo_ev": 0.570}

---

Record 4
{"formula": "C3H6N2O2", "method": "the ωB97M-V functional and the def2-TZVPD basis", "species": ["O", "O", "N", "N", "C", "C", "C", "H", "H", "H", "H", "H", "H"], "positions_angstrom": [[-2.126, -1.045, 0.930], [1.104, 0.570, 0.658], [1.591, -0.420, -1.379], [-1.544, 0.580, -0.568], [-1.138, -0.254, 0.443], [0.098, -0.341, 0.930], [1.805, 0.432, -0.475], [2.584, 1.185, -0.459], [0.398, -1.125, 1.595], [-0.827, 1.247, -0.816], [2.283, -0.281, -2.112], [-1.758, -1.510, 1.698], [-2.469, 0.962, -0.445]], "forces_ev_per_a": [[-0.1, -0.2, 0.0], [-0.1, 0.4, -0.2], [0.0, 0.2, 0.2], [0.1, 0.0, 0.1], [0.3, 0.1, 0.2], [-0.1, -0.3, 0.2], [0.3, -0.1, -0.2], [0.3, 0.2, -0.2], [0.0, -0.3, 0.3], [-0.3, 0.0, -0.1], [-0.1, -0.1, 0.0], [-0.3, 0.1, -0.2], [0.0, 0.1, 0.0]], "total_charge": 0, "lumo_ev": 0.824}

---

Record 5
{"formula": "C3H6N2O2", "method": "the ωB97M-V functional and the def2-TZVPD basis", "species": ["O", "O", "N", "N", "C", "C", "C", "H", "H", "H", "H", "H", "H"], "positions_angstrom": [[1.253, -0.125, 1.102], [-1.460, 0.978, 1.002], [1.283, 1.134, -0.922], [-1.515, -0.215, -0.938], [-1.066, 0.048, 0.331], [1.731, 0.763, 0.192], [0.080, -0.861, 0.805], [0.398, 0.712, -1.191], [-0.230, -1.316, 1.751], [2.665, 1.169, 0.571], [0.319, -1.656, 0.081], [-2.215, 0.406, -1.318], [-1.241, -1.037, -1.467]], "forces_ev_per_a": [[-0.1, 0.1, 0.1], [0.1, -0.5, -0.3], [0.1, -0.1, 0.1], [-0.3, -0.2, 0.1], [0.1, 0.2, -0.1], [0.2, 0.1, -0.1], [-0.2, -0.1, 0.0], [0.2, 0.1, 0.0], [0.1, 0.0, -0.2], [0.0, 0.0, 0.1], [-0.1, 0.2, 0.1], [0.0, -0.2, 0.0], [-0.1, 0.4, 0.3]], "total_charge": 0, "lumo_ev": 0.632}

---

Record 6
{"formula": "C3H6N2O2", "method": "the ωB97M-V functional and the def2-TZVPD basis", "species": ["O", "O", "N", "N", "C", "C", "C", "H", "H", "H", "H", "H", "H"], "positions_angstrom": [[0.762, -0.760, 0.181], [-0.586, 0.702, 1.483], [-0.520, -0.793, -1.714], [-1.014, -0.682, 1.800], [0.803, 1.187, -1.147], [0.332, -0.038, -0.922], [0.310, -0.330, 1.405], [-1.010, -0.252, -2.413], [-1.141, -1.385, -1.178], [-1.050, -0.701, 2.824], [0.444, 1.793, -1.970], [1.119, -0.341, 2.135], [1.551, 1.600, -0.482]], "forces_ev_per_a": [[0.0, 0.0, -0.1], [0.0, 0.2, 0.0], [-0.1, 0.1, 0.1], [-0.1, -0.2, 0.2], [0.0, -0.1, 0.0], [0.1, 0.3, -0.1], [0.2, -0.1, 0.2], [0.1, -0.1, 0.1], [0.1, 0.1, 0.0], [0.0, 0.0, -0.1], [0.1, -0.1, 0.0], [-0.1, 0.0, 0.0], [-0.1, 0.0, -0.1]], "total_charge": 0, "lumo_ev": 0.945}